[1]
The following is a quantum chemistry calculation of a cluster of 4 separate species, C12H31F3N2O5 in total in a non-equilibrium geometry, from the OMol25 dataset.

```
53
Properties=species:S:1:pos:R:3:forces:R:3:mulliken_charge:R:1
F 10.9985 -11.5313 -20.3991 0.0535 -0.0981 -0.2983 -0.301
F 12.9392 -10.6093 -20.7060 -0.0749 0.3106 -0.0060 -0.269
F 12.8367 -12.5884 -19.8999 -0.1926 -0.1332 0.0621 -0.297
O 15.5865 -8.8608 -14.4772 0.0249 -0.3308 -0.7550 -0.031
O 13.3106 -10.7327 -17.8546 1.4148 0.0856 0.1511 -1.029
O 15.7134 -10.6750 -16.5163 -0.0059 0.2428 -0.1780 -0.244
O 15.3892 -8.0089 -18.0739 0.1950 -0.4313 0.3202 -0.169
O 11.2338 -11.5064 -17.6012 -0.5368 -0.4768 -0.5350 -0.339
N 17.9308 -9.2029 -16.9263 0.4038 0.7495 0.3530 -0.724
N 15.7571 -11.6596 -13.8074 -0.3418 0.7258 -0.1763 -0.829
C 17.7708 -10.5089 -12.9955 -0.1484 0.7708 -0.3357 -1.346
C 16.2527 -10.5501 -12.9239 -0.5017 -1.6932 0.7439 0.441
C 14.7277 -8.3879 -19.2876 0.1188 0.3739 0.1049 -0.274
C 12.2347 -11.3926 -19.8643 -0.1514 -0.5085 0.4398 0.847
C 12.1426 -10.7829 -18.4483 0.6888 0.6608 1.0114 -0.275
C 17.8091 -9.6580 -19.3227 -0.4921 0.4631 0.3150 -1.546
C 9.8894 -11.1203 -17.6773 -0.7993 1.0465 0.3950 -0.138
C 17.7956 -8.5623 -18.2632 0.9600 0.6966 0.2845 0.280
C 15.1085 -7.5488 -14.7235 -0.3036 0.0616 1.6709 -0.755
C 16.6997 -7.5133 -18.2457 -0.7439 -0.2697 -0.0741 -0.894
C 9.1044 -11.6204 -16.4673 0.7473 -0.0721 -0.4895 -1.242
C 15.5061 -9.2593 -13.1362 0.0521 0.5922 0.1307 -1.005
H 15.0583 -7.3387 -15.7854 0.3524 -0.0470 -0.0391 0.057
H 15.9488 -8.4788 -12.4975 0.0598 -0.1083 0.0573 0.417
H 9.5735 -11.2003 -15.5770 -0.0144 -0.2601 0.1322 0.279
H 18.6593 -10.2942 -19.0831 0.0129 -0.1756 -0.4364 0.406
H 18.0749 -8.4673 -16.2299 -0.6577 0.1498 -0.0706 0.207
H 18.1605 -9.5983 -12.5350 -0.0842 -0.0355 0.1360 0.334
H 16.2809 -9.8622 -16.6904 0.4127 -0.5470 0.1936 0.452
H 15.7222 -6.8924 -14.0902 0.2484 0.4466 -0.7287 0.352
H 14.4547 -9.3360 -12.8261 -0.0117 -0.2032 -0.0686 0.449
H 15.3708 -9.0080 -19.9089 -0.0198 0.0549 -0.1229 0.283
H 9.3867 -11.3856 -18.6129 0.1769 -0.3087 -0.0009 0.249
H 9.8020 -10.0216 -17.6051 0.2877 0.0389 -0.2981 0.281
H 17.8618 -9.2408 -20.3273 0.3281 -0.0077 0.0055 0.394
H 14.1120 -7.3956 -14.2850 -0.1849 -0.3510 -0.3084 0.349
H 15.9904 -10.9342 -11.9295 0.0705 0.8266 0.3418 0.423
H 13.8618 -8.9850 -19.0164 0.0665 0.1279 0.1085 -0.323
H 16.8903 -10.2436 -19.2981 0.1126 -0.1936 0.2377 0.308
H 15.6650 -10.8241 -15.5353 0.1155 -0.3112 -0.0548 0.421
H 14.7384 -11.7037 -13.7698 -0.0098 0.2502 0.0238 0.193
H 18.8776 -9.5797 -16.8956 -0.3309 -0.7912 -0.2244 0.298
H 18.0831 -10.4775 -14.0409 0.1267 -0.2586 0.0372 0.200
H 16.0172 -12.5232 -13.3427 0.3458 -0.1284 -0.4386 0.274
H 16.8905 -6.8731 -17.3776 0.0207 0.1142 -0.0800 0.336
H 9.1494 -12.7095 -16.4612 -0.2664 0.0018 0.3263 0.314
H 14.8134 -10.5338 -16.9096 -1.2874 -0.3238 -0.6490 0.825
H 16.7508 -6.8912 -19.1466 0.1088 -0.0288 -0.0323 0.496
H 14.4627 -7.4671 -19.8145 -0.1034 -0.1028 -0.2032 0.379
H 11.7004 -9.7728 -18.6128 -0.3220 0.0066 -0.1641 0.243
H 18.6818 -7.9138 -18.3614 0.1126 -0.2448 -0.5149 0.456
H 18.2027 -11.3527 -12.4624 0.0741 -0.1285 -0.2443 0.413
H 8.0843 -11.2424 -16.5149 -0.1064 -0.2274 -0.0556 0.377
```
Positions in Å, forces in eV/Å.

Calculated values
HOMO-LUMO gap	7.59	eV
LUMO	0.0102	Eh
F_max	1.9	eV Å⁻¹
2S+1	1
energy relative to the best compared isomer or geometry (same formula, charge and spin)	0.0	kcal/mol
E	-34314.495	eV
HOMO	-0.2689	Ha

[2]
The following is a quantum chemistry calculation of a cluster of 2 separate species, C22H22N3O9S in total in a non-equilibrium geometry, from the OMol25 dataset.

```
57
Properties=species:S:1:pos:R:3:forces:R:3:mulliken_charge:R:1
S 2.5139 2.9447 6.2244 -0.3638 -0.4713 -0.8511 1.353
O 3.6715 2.8637 7.0711 -0.6858 0.0281 -0.3050 -0.641
O -1.7123 -0.5825 0.7472 -1.8544 0.3450 0.0144 -0.254
O 2.5986 3.1295 4.8058 0.1123 0.1862 0.8365 -0.702
O -0.2120 -1.3669 3.8929 1.0038 -0.0820 2.5922 -0.465
O 0.7393 0.0422 12.1604 0.6731 1.1943 -1.7909 -0.625
O 0.1263 -2.7079 5.6003 0.2413 1.8511 -0.3002 -0.592
O 2.0331 1.1826 0.8868 1.2547 0.9267 0.0821 -0.770
O -0.6549 1.3984 0.9141 -0.6039 0.3214 0.0495 -0.723
O 1.6719 1.9138 11.5087 -0.8579 -1.8796 -0.6722 -0.606
N 1.1562 0.8013 11.2551 0.3075 0.8580 2.9319 0.953
N 1.6678 1.4406 6.3359 0.2950 0.4825 0.9380 0.109
N 0.1887 -1.5773 5.0628 -1.4678 -1.9577 -2.7034 0.871
C -0.4315 5.8668 8.1061 0.1763 -0.1209 -0.0652 1.085
C 1.5215 1.2300 8.8778 -0.1168 -0.0349 0.5920 0.022
C 0.8689 5.7497 8.6026 0.1989 -0.2017 -0.2398 -0.728
C 1.0345 0.3881 9.8944 -0.3120 -0.7310 -2.0026 -0.486
C -2.9035 0.2078 0.7873 0.2544 -0.2078 -0.0593 -0.236
C 0.4035 -0.8547 9.5915 0.2614 0.5428 -0.1597 -0.651
C 1.7678 4.8593 8.0241 -0.1913 -0.2577 -0.0174 -0.186
C 3.1322 -0.9393 0.8106 0.3939 -0.0664 -0.0075 -1.261
C -0.8383 5.0838 7.0185 0.2977 -0.0734 0.0217 -0.908
C 0.7232 -0.4185 7.2511 0.2047 0.2328 -0.5143 0.384
C 1.2687 0.6567 5.2816 -0.3379 -1.2117 0.4703 -0.833
C 0.7177 -0.5029 5.8000 0.4464 1.3573 1.0449 -0.257
C 0.4468 -2.1300 0.8066 -0.0664 -1.0318 -0.0676 -1.798
C 1.3386 4.0622 6.9563 0.0902 0.3289 0.0590 0.063
C 1.3347 0.8231 7.5669 -0.2145 -0.7265 -0.5775 -0.005
C -4.1047 -0.7018 0.7922 -0.1713 -0.1695 0.0310 -1.218
C 1.9060 -0.0389 0.8432 -2.1734 -0.8465 0.0831 0.845
C -0.5892 0.1857 0.8393 3.1660 -1.1212 0.0758 0.560
C 0.0477 4.1864 6.4272 0.2292 -0.1168 0.1272 -0.495
C 0.6146 -0.6746 0.8347 -0.2227 2.4484 -0.0254 0.555
C -1.3685 6.8415 8.7435 -0.2605 0.2081 0.1390 -1.445
C 0.2512 -1.2575 8.2650 0.1216 0.1258 0.6444 -0.474
H -0.2099 -2.2078 8.0048 0.1325 0.2458 0.1275 0.500
H -1.8548 5.1817 6.6308 0.3421 -0.0348 0.0970 0.300
H -4.1275 -1.3339 1.6856 0.0737 -0.0104 -0.1488 0.272
H -2.8907 0.8254 1.6936 -0.0082 0.0585 -0.2682 0.299
H 0.9071 -2.6003 1.6876 -0.1636 -0.2480 -0.1280 0.244
H 0.0537 -1.4707 10.4169 0.0777 0.1668 -0.2510 0.477
H -0.6249 -2.3473 0.8054 0.4009 -0.3733 0.0152 0.303
H 2.0241 2.1550 9.1344 -0.1050 -0.1183 0.0088 0.584
H -4.1453 -1.3334 -0.1005 0.0762 0.0082 0.1279 0.296
H 0.9068 -2.5716 -0.0910 -0.1648 -0.2417 0.0970 0.403
H 2.7823 4.7576 8.4085 -0.2652 -0.0083 -0.1321 0.463
H 3.7567 -0.7224 1.6818 -0.0093 0.0271 -0.0023 0.220
H 3.7314 -0.7030 -0.0732 -0.0347 0.0392 0.0088 0.265
H -2.3408 6.8221 8.2507 0.0134 0.0573 0.0735 0.337
H -1.5128 6.6157 9.8045 -0.0078 -0.0330 -0.1086 0.331
H -2.9238 0.8610 -0.0948 -0.0068 0.0597 0.2750 0.282
H -0.2537 3.5830 5.5705 0.0616 0.1384 0.1898 0.526
H 1.1937 6.3573 9.4498 -0.1494 -0.1404 -0.2525 0.351
H -5.0031 -0.0828 0.8030 -0.1109 -0.0019 -0.0075 0.391
H 2.9031 -2.0053 0.8009 0.0144 0.0911 0.0043 0.378
H -0.9742 7.8611 8.6906 -0.0345 -0.1064 -0.0554 0.336
H 1.4271 0.8935 4.2392 0.0401 0.2953 -0.0444 1.002
```
Positions in Å, forces in eV/Å.

Calculated values
HOMO-LUMO gap	3.28	eV
LUMO	0.0217	Eh
net charge	-1
F_max	3.6	eV Å⁻¹
2S+1	1
E	-56898.858	eV
HOMO	-0.0988	Ha